C10H20OP2 | ωB97M-V/def2-TZVPD

Structure (XYZ):
```
33
Properties=species:S:1:pos:R:3:forces:R:3:lowdin_charge:R:1
C -1.800 -0.616 0.358 -2.5912 -2.9723 -1.2839 -0.7039
C 0.890 -0.740 -0.216 -1.3897 0.9471 -0.5081 -0.3336
C -1.119 1.659 0.668 -1.3326 -0.5405 1.7500 -0.1151
C -3.465 0.909 1.254 -0.6715 0.2007 -2.3348 -0.0566
C -2.608 1.178 -1.239 -1.7454 0.0757 -1.4425 -0.0698
C 3.114 0.396 -0.378 0.4488 0.5312 0.8868 -0.0654
C 2.897 -1.884 -1.065 0.3162 -1.4477 -1.0868 -0.0913
C 2.573 -1.430 1.344 4.1926 1.7834 3.6756 -0.1798
C -2.374 0.821 0.228 3.9461 -1.5339 -0.1386 -0.6557
C 2.360 -0.919 -0.010 0.1956 1.4453 -2.1988 -0.7583
O -4.089 -1.845 -0.629 -0.7297 -0.5929 -0.9756 -0.4130
P -0.186 -1.043 1.067 0.5144 -0.1104 -1.1639 0.9326
P -2.637 -2.133 0.044 2.4663 2.0762 0.8216 0.8540
H 0.595 -0.237 -1.223 0.3047 -1.1553 1.7176 0.1112
H -0.690 1.366 1.682 -0.9080 0.4622 -1.0279 0.0828
H -0.303 1.562 0.012 0.8341 -0.0778 -1.0537 0.0297
H -1.462 2.654 0.682 -0.0516 1.6422 0.2536 0.0644
H -3.039 0.532 2.141 -0.2215 -0.4266 1.2602 0.0754
H -4.322 0.375 0.828 0.0105 -0.3464 0.7107 0.0858
H -3.764 1.922 1.313 -0.3854 1.2639 0.5759 0.0725
H -3.519 0.635 -1.779 2.2789 0.5070 1.1388 0.1168
H -1.642 1.204 -1.849 -1.4458 -0.5596 0.7912 0.0988
H -2.974 2.207 -1.274 0.1374 0.3050 0.1009 0.0667
H 2.639 0.934 -1.274 1.0466 -1.0074 1.1067 0.1009
H 4.185 0.015 -0.513 -1.2929 1.2970 -0.2120 0.0884
H 3.119 1.122 0.485 -0.0833 -0.6198 -0.8394 0.0882
H 4.035 -1.801 -1.171 -1.4064 -0.8929 0.8820 0.0944
H 2.438 -2.920 -0.863 1.2210 1.2591 -0.5225 0.1129
H 2.649 -1.588 -2.113 -0.5414 -0.0876 0.7991 0.0859
H 2.197 -0.794 2.197 0.0930 -0.2159 -1.1970 0.0752
H 3.709 -1.569 1.722 -2.2246 0.1517 -1.4494 0.1423
H 2.100 -2.331 1.469 -0.9716 -2.4221 0.2840 0.0182
H -4.305 -2.659 -1.150 -0.0137 1.0614 0.6803 0.0453
```
Forces are in eV/Å.

Energy relative to the best compared isomer or geometry (same formula, charge and spin)   0.752 eV
HOMO-LUMO gap   8.08 eV


C10H21CeClF3O5P2S | ωB97M-V/def2-TZVPD

Structure (XYZ):
```
44
Properties=species:S:1:pos:R:3:forces:R:3:lowdin_charge:R:1
C 3.037 -3.195 -1.090 0.6664 0.7418 0.9030 0.1092
C 1.823 -2.454 -0.761 -5.9310 -1.7728 -2.6183 0.0176
H 2.730 -4.255 -1.331 -0.0055 0.7885 0.1916 0.1911
H 3.737 -3.136 -0.217 -0.3345 -0.2628 -0.4325 0.1638
H 3.576 -2.673 -1.927 -0.5557 -0.2582 0.3608 0.1761
O 0.628 -2.291 -0.860 7.4307 -0.3734 1.2565 0.1609
Cl 3.141 0.519 -0.208 -0.7988 -1.0178 -0.1701 0.3056
Ce 0.634 0.183 -0.162 -0.3539 4.0542 1.0030 0.6152
P 0.100 -1.164 2.591 -0.0635 0.0576 1.7886 0.8359
C -1.476 -1.754 3.357 -0.6199 -0.0428 -0.7140 -0.2083
C 1.306 -2.492 3.000 0.1783 -0.1792 -0.7735 -0.2367
H 1.411 -2.608 4.088 -0.1141 0.1451 -0.2537 0.0829
H 0.696 -0.187 4.767 -0.0953 -0.1327 -0.3050 0.0852
H 2.292 -2.254 2.574 -0.1004 0.0330 0.2723 0.0442
H 1.528 0.677 3.456 -0.1953 -0.2024 0.0360 0.0681
H -1.925 -2.577 2.779 0.2427 0.2135 0.1235 0.0653
H 0.990 -3.457 2.575 -0.0584 0.2403 0.1951 0.0611
C 0.580 0.199 3.745 0.1797 0.3825 -0.3937 -0.2091
H -1.381 -2.106 4.401 0.4822 0.2917 -0.4735 0.0911
H -0.182 0.989 3.758 0.1072 -0.2958 -0.0601 0.0462
H -2.209 -0.933 3.349 0.2693 -0.1526 0.0212 0.0516
P -0.116 0.776 -3.032 -0.4451 1.3671 -1.3186 0.8184
C -1.860 0.748 -3.619 -0.3931 -0.5541 0.6372 -0.2094
C 0.290 2.592 -3.127 0.2434 -0.0378 0.7070 -0.1998
H 1.888 -0.201 -4.019 -0.2153 0.1736 -0.2371 0.0455
H 0.944 0.685 -5.248 -0.1383 -0.0389 0.2626 0.0799
H 0.415 -0.932 -4.692 0.0434 0.2718 0.0542 0.0650
C 0.870 0.019 -4.379 0.3321 -0.5983 0.4521 -0.2284
H 1.252 2.828 -2.640 -0.2346 -0.1128 -0.2346 0.0637
H 0.353 2.939 -4.172 -0.0998 -0.3922 0.2834 0.0863
H -2.042 1.205 -4.605 0.6000 -0.0088 0.2877 0.0916
H -2.487 1.269 -2.884 0.1784 -0.0012 -0.1476 0.0510
H -0.486 3.177 -2.607 0.1675 -0.2797 -0.2085 0.0578
H -2.230 -0.284 -3.669 0.1399 0.1360 -0.0293 0.0627
C -1.726 -0.357 0.067 -4.9136 -3.1211 0.2174 -0.1406
O -2.764 -0.854 0.065 3.3924 1.9921 0.0009 0.2435
F -3.288 3.473 1.831 1.8125 -1.5413 0.1981 0.1709
C -2.232 2.641 2.041 -1.5668 1.0010 1.1082 -0.5423
F -1.571 3.023 3.159 -0.6170 -0.5571 -1.5848 0.1591
F -2.690 1.365 2.223 0.6669 1.0662 -0.3910 0.1103
S -1.095 2.752 0.549 -1.3211 1.9812 0.5341 0.6292
O -1.679 1.851 -0.497 1.4503 0.3115 0.6423 -0.3647
O -0.943 4.146 0.293 -0.1364 -1.4116 -0.2940 -0.1465
O 0.160 2.108 1.079 0.7243 -1.9035 -0.8968 -0.4203
```
Forces are in eV/Å.

Charge   +3
HOMO-LUMO gap (spin up / spin down)   4.96 / 4.96 eV


C10H21ClNO2P2RhS | ωB97M-V/def2-TZVPD

Structure (XYZ):
```
39
Properties=species:S:1:pos:R:3:forces:R:3:lowdin_charge:R:1
C 2.199 -3.090 -1.783 -0.6550 -0.1214 -0.9117 -0.0342
C 1.229 -2.003 -1.552 2.8834 -1.1687 1.9906 -0.4027
H 2.016 -3.533 -2.789 0.4051 -0.0327 0.6433 0.1118
H 2.036 -3.802 -0.957 0.2857 0.0960 -0.4029 0.0996
H 3.195 -2.637 -1.688 -0.1750 -0.3477 -0.0355 0.0973
O 0.330 -1.489 -2.064 -2.4654 0.5189 -2.6772 0.0081
Cl 1.861 -1.102 0.996 -1.0351 1.0690 0.4075 0.1656
Rh -0.014 0.058 0.053 2.2924 -2.0157 -0.0104 0.4853
P -1.624 -1.316 1.083 -0.8024 -0.1675 0.5026 0.7739
C -3.300 -0.854 0.594 -0.3784 0.1086 -0.1904 -0.2151
C -1.423 -3.076 0.760 0.2391 0.0246 -0.0835 -0.2036
H -2.331 -3.582 1.104 0.1180 -0.0093 -0.0351 0.0770
H -2.169 -1.822 3.357 0.0906 0.1054 -0.0565 0.0797
H -0.547 -3.453 1.299 -0.1465 0.0673 -0.0788 0.0666
H -0.502 -1.176 3.220 -0.2608 -0.0352 -0.0487 0.0549
H -3.418 -0.832 -0.504 0.0343 -0.1447 0.4908 0.0594
H -1.289 -3.244 -0.310 -0.0833 -0.0690 0.0561 0.0568
C -1.539 -1.063 2.878 0.2541 -0.0220 -0.0607 -0.2087
H -3.987 -1.607 1.014 0.1690 0.3009 -0.1651 0.0808
H -1.903 -0.067 3.153 0.0513 -0.2523 -0.1087 0.0497
H -3.565 0.141 0.993 0.1536 -0.5289 -0.1474 0.0610
P 1.310 1.867 -0.566 0.5456 0.8567 -0.3403 0.7716
C 0.368 3.143 -1.448 0.0504 -0.1420 0.0751 -0.2059
C 2.009 2.643 0.912 0.0300 -0.0451 0.0273 -0.2121
H 3.296 0.647 -1.104 0.2456 -0.1635 0.0663 0.0425
H 3.263 2.239 -1.916 0.1621 0.2314 -0.0474 0.0705
H 2.289 0.897 -2.544 -0.0234 -0.1250 -0.2550 0.0574
C 2.693 1.357 -1.653 -0.8377 0.0050 0.5366 -0.1916
H 2.390 1.867 1.582 0.0021 0.1419 -0.0940 0.0443
H 2.832 3.312 0.621 -0.2421 -0.1373 0.0443 0.0820
H 1.079 3.871 -1.854 -0.1912 -0.0233 0.0639 0.0793
H -0.319 3.641 -0.753 0.1663 -0.0417 -0.1852 0.0466
H 1.238 3.225 1.429 0.1726 -0.0971 -0.0989 0.0379
H -0.210 2.699 -2.266 0.2031 0.1815 0.0885 0.0519
C -1.132 0.339 -1.546 -3.9123 -0.1251 -4.7847 -0.1897
O -1.852 0.378 -2.471 3.3888 0.0080 4.2818 0.1772
S -1.831 3.758 2.243 0.2020 -1.0113 -0.4566 0.9406
C -1.464 2.356 1.522 0.1880 -1.4932 -1.0074 -0.7368
N -1.218 1.308 0.958 -1.1245 4.6043 3.0075 -0.1288
```
Forces are in eV/Å.

Energy relative to the best compared isomer or geometry (same formula, charge and spin)   0.403 eV
Charge   +2
HOMO-LUMO gap (spin up / spin down)   5.94 / 5.79 eV
Spin multiplicity   5
Expectation value of S²   6.044


C10H21F3IO3OsP2 | ωB97M-V/def2-TZVPD

Structure (XYZ):
```
41
Properties=species:S:1:pos:R:3:forces:R:3:lowdin_charge:R:1
C 0.644 1.323 1.119 0.8629 0.4662 1.1785 -0.2690
I -0.751 -1.092 -2.437 0.0428 0.3383 0.2247 0.9609
H 0.828 2.115 0.393 -0.1992 0.1675 -0.2661 0.0687
H 1.589 1.101 1.635 -0.3701 0.3948 -0.0696 0.0351
H -0.096 1.670 1.851 0.3068 0.1943 -0.1116 0.0346
Os -0.078 -0.322 0.167 -2.2606 -1.8188 -2.8544 0.8781
P 2.094 -0.679 -0.656 3.6797 -0.2406 -0.6033 0.6730
C 2.741 -2.095 0.301 -0.7236 -0.0310 0.3478 -0.1954
C 2.473 -1.176 -2.391 -1.3175 -0.0235 0.1766 -0.2816
H 3.550 -1.135 -2.599 -0.2227 0.0199 0.2512 0.0924
H 4.328 0.222 -0.875 -0.2953 -0.0712 0.1195 0.0874
H 1.949 -0.499 -3.070 0.3077 0.0927 -0.2101 0.0175
H 3.102 1.513 -0.977 0.1437 -0.0819 0.0704 0.0776
H 2.037 -2.931 0.201 0.3538 -0.0746 0.0398 0.0593
H 2.096 -2.190 -2.559 0.1988 -0.0310 -0.0717 0.0493
C 3.392 0.601 -0.443 -0.7139 0.3888 0.3422 -0.1916
H 3.724 -2.369 -0.100 -0.1413 0.0460 -0.0198 0.0975
H 3.541 0.835 0.615 0.0776 0.0121 -0.1831 0.0659
H 2.828 -1.825 1.359 0.1338 -0.0972 -0.1826 0.0670
P -2.212 0.814 0.310 -3.1573 2.6669 0.0539 0.7579
C -3.361 0.272 1.629 0.4171 -1.2993 0.2077 -0.1828
C -2.350 2.624 0.692 1.1154 -0.3365 -0.4024 -0.1963
H -2.599 0.890 -2.077 -0.3558 0.2888 0.0196 -0.0085
H -4.110 1.284 -1.201 0.1576 -0.0618 0.1470 0.0936
H -3.528 -0.410 -1.300 -0.1841 0.0744 0.0171 0.0320
C -3.226 0.639 -1.213 0.8719 -0.5136 -0.0883 -0.2778
H -1.756 3.202 -0.019 -0.1050 0.1778 0.1515 0.0680
H -3.403 2.931 0.631 0.2546 -0.3228 -0.0808 0.0865
H -4.203 0.970 1.738 0.4607 0.0887 -0.2417 0.0976
H -2.819 0.182 2.574 -0.2139 0.0712 0.0520 0.0738
H -1.984 2.796 1.709 -0.0979 0.1066 -0.1510 0.0656
H -3.752 -0.711 1.358 -0.0059 0.1107 0.1920 0.0420
C 0.283 -1.044 1.840 1.6488 -2.4969 7.3978 -0.2730
O 0.456 -1.492 2.914 -0.8457 2.0099 -5.2067 0.2593
F -3.437 -4.910 -0.226 0.8435 1.7142 0.8308 0.2078
C -3.290 -3.721 0.399 -4.2869 -2.8144 0.1505 -0.4166
F -4.072 -2.820 -0.279 2.2463 -0.8440 0.9523 0.1652
F -3.816 -3.820 1.659 1.5477 0.4382 -1.8018 0.2007
C -1.758 -3.287 0.540 -1.4624 2.9299 0.0120 -0.3781
O -0.842 -4.103 0.599 -0.0772 -0.2810 -0.0863 0.4118
O -1.776 -2.016 0.603 1.3649 -1.3579 -0.3037 -0.1556
```
Forces are in eV/Å.

Energy relative to the best compared isomer or geometry (same formula, charge and spin)   0.000 eV
Charge   +3
HOMO-LUMO gap (spin up / spin down)   8.19 / 5.79 eV
Spin multiplicity   5
Expectation value of S²   6.020